A single C4H7NO2 molecule, computed with ωB97M-V/def2-TZVPD.

**Frontier orbital gap**: 0.3926 hartree
**SMILES**: O=C[C@]1(CO)CN1

Geometry as ORCA input:
```
! RIJCOSX wB97M-V def2-TZVPD def2/J DEFGRID3
* xyz 0 1
O 1.852 0.292 1.764
C 1.560 -0.164 0.683
C 0.181 -0.069 0.141
C -0.168 -0.921 -1.049
O -1.214 -0.398 -1.827
C -0.457 1.275 0.328
N -0.870 0.144 1.128
H 2.320 -0.673 0.056
H -0.401 -1.921 -0.667
H 0.695 -0.979 -1.718
H -2.024 -0.444 -1.301
H -1.191 1.611 -0.404
H 0.158 2.029 0.815
H -0.441 0.216 2.052
*
```

2 unconnected molecules or ions with the total composition C4H7NO2, computed with ωB97M-V/def2-TZVPD.

**Frontier orbital gap**: 0.3488 hartree
**SMILES**: C=NC=O.C=CO

Geometry as ORCA input:
```
! RIJCOSX wB97M-V def2-TZVPD def2/J DEFGRID3
* xyz 0 1
C 0.843 0.523 -1.402
N -0.370 0.783 -1.649
C -1.357 -0.188 -1.643
O -1.803 -0.692 -0.633
H 1.225 -0.489 -1.246
H 1.551 1.349 -1.321
H -1.787 -0.392 -2.638
C 0.490 -0.977 1.558
C 0.531 0.354 1.636
O -0.493 1.204 1.393
H 1.377 -1.567 1.756
H -0.428 -1.496 1.300
H 1.438 0.897 1.894
H -1.217 0.692 0.995
*
```

A molecular structure, C4H7NO2, computed with ωB97M-V/def2-TZVPD.

**Frontier orbital gap (spin up / spin down)**: 0.2991 / 0.2990 hartree

Geometry as ORCA input:
```
! RIJCOSX wB97M-V def2-TZVPD def2/J DEFGRID3
* xyz 0 1
O -0.262 2.173 0.772
C 0.530 1.076 0.452
C 0.322 -0.196 1.201
N 0.315 -1.234 0.307
C 0.488 -0.826 -0.963
C 0.389 0.609 -1.014
O 0.217 1.410 -1.919
H -0.429 2.603 -0.086
H 1.614 1.306 0.551
H 0.011 -0.359 2.227
H -2.663 -1.697 -0.177
H 1.168 -1.351 1.103
H -2.192 -1.974 -0.681
H 0.490 -1.540 -1.774
*
```

A molecular structure, C4H7NO2, computed with ωB97M-V/def2-TZVPD.

**Frontier orbital gap**: 0.3306 hartree

Geometry as ORCA input:
```
! RIJCOSX wB97M-V def2-TZVPD def2/J DEFGRID3
* xyz 0 1
C -2.416 -0.188 -0.160
C -1.109 0.481 -0.080
N -0.421 1.437 -0.236
O -0.111 -1.027 0.500
C 1.124 -0.799 0.682
C 2.019 0.613 -0.433
O 3.034 1.017 0.071
H -2.603 -0.743 0.760
H -3.198 0.556 -0.330
H -2.394 -0.898 -0.991
H 0.820 0.977 -0.038
H 1.494 -0.382 1.631
H 1.829 -1.458 0.153
H 1.932 0.413 -1.528
*
```

A single C4H7NO2 molecule, computed with ωB97M-V/def2-TZVPD.

**Frontier orbital gap**: 0.3802 hartree
**SMILES**: C[C@@H](C=O)C(N)=O

Geometry as ORCA input:
```
! RIJCOSX wB97M-V def2-TZVPD def2/J DEFGRID3
* xyz 0 1
C -0.861 -1.074 0.342
C -0.393 0.233 -0.308
C -1.192 1.417 0.232
O -2.400 1.406 0.257
C 1.103 0.523 -0.236
N 1.927 -0.559 -0.209
O 1.531 1.665 -0.227
H -0.473 -1.171 1.362
H -1.953 -1.076 0.386
H -0.550 -1.953 -0.233
H -0.639 0.197 -1.380
H -0.607 2.282 0.594
H 1.588 -1.501 -0.312
H 2.920 -0.390 -0.268
*
```

A single C4H7NO2 molecule in a non-equilibrium geometry, computed with ωB97M-V/def2-TZVPD.

**Frontier orbital gap**: 0.3705 hartree
**SMILES**: C[C@@H](C=O)C(N)=O

Geometry as ORCA input:
```
! RIJCOSX wB97M-V def2-TZVPD def2/J DEFGRID3
* xyz 0 1
C -0.291 1.339 1.179
C -0.151 0.400 -0.017
C 1.296 0.310 -0.611
O 1.509 1.385 -1.090
C -0.476 -1.026 0.230
N -0.572 -1.741 -0.937
O -0.522 -1.518 1.337
H 0.420 1.064 1.959
H -0.136 2.390 0.903
H -1.303 1.241 1.589
H -0.785 0.800 -0.837
H 1.883 -0.581 -1.010
H -0.350 -1.319 -1.829
H -0.522 -2.743 -0.866
*
```

A single C4H7NO2 molecule, computed with ωB97M-V/def2-TZVPD.

**Frontier orbital gap**: 0.3947 hartree
**SMILES**: NC(=O)C[C@H]1CO1

Geometry as ORCA input:
```
! RIJCOSX wB97M-V def2-TZVPD def2/J DEFGRID3
* xyz 0 1
N 1.027 1.146 0.919
C 0.506 -0.022 1.401
O 0.180 -0.151 2.565
C 0.263 -1.095 0.342
C -0.905 -0.581 -0.463
C -0.669 0.394 -1.520
O -1.050 -0.937 -1.826
H 0.989 1.963 1.507
H 1.375 1.248 -0.023
H 0.029 -2.033 0.849
H 1.129 -1.247 -0.314
H -1.843 -0.501 0.088
H 0.353 0.625 -1.817
H -1.385 1.192 -1.708
*
```

A single C4H7NO2 molecule in a non-equilibrium geometry, computed with ωB97M-V/def2-TZVPD.

**Frontier orbital gap**: 0.3690 hartree
**SMILES**: C=C(CN)OC=O

Geometry as ORCA input:
```
! RIJCOSX wB97M-V def2-TZVPD def2/J DEFGRID3
* xyz 0 1
C 0.390 1.903 -0.304
C 0.156 0.684 0.164
C 1.214 -0.406 0.196
N 0.525 -1.602 -0.155
O -1.013 0.326 0.981
C -2.092 -0.137 0.390
O -2.304 -0.200 -0.818
H 1.404 2.141 -0.685
H -0.154 2.827 -0.417
H 1.705 -0.613 1.205
H 2.003 -0.196 -0.600
H -0.044 -1.655 -1.098
H 0.977 -2.488 -0.095
H -2.766 -0.584 1.239
*
```

Energy relative to the best compared isomer or geometry (same formula, charge and spin) (computed, kcal per mole): 52.9; 58.2; 125.9; 116.0; 11.5; 32.1; 35.4; 58.2
Electronic energy (computed, hartree): -361.79663; -361.78805; -361.68019; -361.69607; -361.86258; -361.82967; -361.82444; -361.78816